Entry 1:
Formula: C23H60N2O14S3
Source: the OMol25 dataset
Level of theory: the ωB97M-V functional and the def2-TZVPD basis

Geometry as XYZ:
```
102
Properties=species:S:1:pos:R:3:forces:R:3
C -4.3760 -0.1712 -3.0864 1.0106 0.9492 0.2505
C -2.9135 -0.6144 -2.7403 -2.5232 -1.0418 -0.7882
O -3.0270 -1.5374 -1.7256 -0.6978 0.8082 0.5497
H -5.0111 -0.9834 -3.4402 0.2729 0.0059 0.0766
H -4.3077 0.6416 -3.8095 0.0164 -0.2741 -0.3502
H -4.7919 0.3286 -2.2115 -0.2162 -0.3996 0.1335
H -2.4238 0.2505 -2.2927 0.6710 0.7011 0.2758
H -2.3384 -1.0311 -3.5672 0.4739 0.1887 0.0234
H -2.2628 -2.1120 -1.6384 1.5900 -1.4201 -0.3424
C -1.4582 -5.5337 -0.7907 -0.5710 -0.1908 0.4938
C -0.9651 -4.1162 -0.6633 -0.7141 -1.2399 1.3066
O -0.9864 -3.5210 -1.9146 -0.3975 1.5545 -0.0733
H -2.5461 -5.4688 -0.8084 -0.0947 -0.3693 0.0672
H -1.1324 -6.0253 0.1260 -0.1766 -0.6200 -0.2939
H -1.1862 -6.0494 -1.7116 0.5459 -0.0829 0.2060
H 0.0060 -4.1135 -0.1685 0.2406 0.3781 -0.2395
H -1.7130 -3.6941 0.0080 0.2930 0.8951 0.0638
H -0.5037 -4.1836 -2.4142 0.6709 0.0554 -1.5149
C 0.8379 -1.0694 -0.1142 -0.8536 0.7432 0.4988
C -0.2385 -0.4549 0.8116 1.1214 0.0437 -1.0683
O -0.4197 0.9438 0.4726 0.4009 -1.0053 -0.0053
H 0.5490 -0.7714 -1.1220 0.4683 -0.2129 -0.2985
H 0.9098 -2.1539 -0.0311 -0.1660 0.0979 -0.0210
H 1.8028 -0.6562 0.1798 0.0417 0.1011 -0.3523
H 0.1696 -0.5548 1.8174 -0.7096 0.0501 0.3000
H -1.2106 -0.9134 0.6302 -0.0757 -0.4930 0.5184
H -0.7987 1.3146 1.2729 -0.1351 0.7542 0.2786
C 2.5238 -5.0045 -1.7813 0.3809 -0.6313 -0.4574
C 2.1894 -5.5907 -3.2027 0.9624 0.9969 2.2011
O 1.0543 -4.8515 -3.6393 -0.6584 -0.6323 -0.6487
H 1.8360 -5.3702 -1.0189 -0.0560 -0.3439 -0.0265
H 2.4542 -3.9183 -1.7217 0.0104 0.0906 -0.5278
H 3.5455 -5.2313 -1.4767 -0.0437 -0.1811 0.0750
H 2.0413 -6.6687 -3.1389 -0.7035 0.1409 -0.0778
H 3.0533 -5.4706 -3.8565 -0.1416 0.3207 -0.1698
H 1.4298 -4.0524 -4.0162 -0.0270 0.3014 -0.0582
C 1.2793 2.6022 -4.0457 0.5549 -0.1485 1.2627
C 0.7499 1.7618 -2.8403 0.0121 0.1439 -0.8069
O 1.1879 2.2317 -1.5793 0.5139 0.5710 -0.8520
H 1.0255 3.6544 -3.9170 -0.2215 -0.0725 -0.1068
H 0.9850 2.2470 -5.0333 -0.4894 -0.1318 0.2275
H 2.3686 2.5693 -4.0652 0.1456 -0.0267 0.1842
H 1.0416 0.7195 -2.9687 0.2182 -0.2813 -0.0996
H -0.3390 1.7609 -2.8898 -0.4387 0.1214 0.0603
H 0.6817 1.8173 -0.8766 -0.3383 -0.2760 0.2488
C 2.3887 3.0016 1.5724 -0.7201 -1.0088 0.9420
C 1.9709 2.0318 2.6115 0.7715 1.2229 -0.7187
N 1.6351 1.3339 3.4474 -0.3871 -0.9660 0.6561
H 3.0364 3.7578 2.0160 -0.0003 -0.1177 -0.1846
H 1.4313 3.4301 1.2761 0.3025 0.3105 -0.5793
H 2.8697 2.4081 0.7950 -0.0416 0.5196 -0.2598
C 3.5227 -1.7085 2.6348 0.0401 -0.0434 -0.2050
C 3.9853 -2.3227 1.3718 -0.5785 0.9217 2.1877
N 4.3316 -2.7701 0.3877 0.4088 -0.6057 -1.5261
H 2.5203 -2.0602 2.8786 -0.0058 0.0620 -0.1032
H 3.5093 -0.6231 2.5358 -0.1163 -0.0512 -0.0650
H 4.1563 -1.9359 3.4921 0.1685 -0.2059 -0.2690
O 4.6238 -3.3357 -3.5014 -1.3773 2.7213 -1.2951
S 4.1146 -2.1367 -4.1954 1.9499 -1.6581 -1.9287
O 4.5331 -1.9032 -5.6262 -1.3392 -0.2296 4.1613
O 2.4697 -2.2530 -4.1718 1.2350 -0.0154 -0.5206
C 1.8024 -1.3909 -5.0887 -2.0841 0.8317 -0.2608
C 0.2954 -1.5961 -4.8905 -0.2580 -0.0927 0.1539
C 4.3684 -0.6204 -3.1834 -0.0574 -1.4366 -1.1601
H 1.9963 -1.4552 -6.1594 0.7214 -0.9540 0.1834
H 1.9892 -0.3356 -4.8903 0.3326 0.0501 0.5039
H -0.1259 -2.5509 -5.2049 0.4986 -0.2080 -0.3929
H -0.2309 -0.8278 -5.4569 -0.0237 0.1036 0.0044
H -0.0091 -1.5426 -3.8453 0.2825 0.3669 0.2506
H 5.4521 -0.5110 -3.2254 -0.1222 0.3171 0.0994
H 4.0054 -0.8013 -2.1717 -0.0160 -0.0154 -0.1798
H 3.8287 0.1362 -3.7530 0.2326 0.2363 0.3574
O -1.2766 4.8892 1.7809 -0.7046 -1.6313 1.0804
S -2.0919 3.7758 2.2552 -0.7127 0.6836 -1.2668
O -1.5032 2.4854 2.6182 -0.6893 2.0726 0.4984
O -3.1599 4.3102 3.4077 2.1286 -3.0200 -0.9514
C -3.7423 5.5813 3.3189 -0.5062 1.9245 -1.2735
C -2.8208 6.5997 3.9019 0.0127 0.5280 0.7786
C -3.2745 3.3996 0.9604 -0.4823 0.0252 0.1134
H -4.7125 5.5139 3.8112 0.1866 -0.1178 0.1883
H -3.9363 5.8936 2.2928 -0.1695 -0.4578 -0.3586
H -3.1946 7.6234 3.9238 -0.6210 -0.1716 0.0729
H -1.9113 6.7098 3.3112 0.1905 -0.5693 0.3855
H -2.7068 6.2509 4.9282 0.8336 0.4595 0.1050
H -3.7548 4.3404 0.6912 -0.1242 -0.1374 0.0809
H -3.9850 2.6773 1.3625 -0.1011 0.2545 0.2074
H -2.8845 2.9491 0.0477 0.7506 0.2125 0.2951
O -0.8868 -0.5037 6.6892 -1.9345 1.3837 -1.1810
S -1.9833 0.0653 5.8898 1.0664 -0.7232 0.1078
O -3.3394 -0.3865 6.0696 0.8593 1.1106 0.3797
O -1.9206 1.7341 5.9419 -2.1368 -2.4850 -0.0550
C -0.6783 2.3582 6.0714 2.4645 -1.1266 -0.8316
C -0.7687 3.8208 6.0541 -1.3439 1.8647 0.9137
C -1.5918 -0.2692 4.1733 0.7790 0.5165 -0.4156
H -0.0548 2.0916 5.2180 0.1178 -0.3707 -0.1611
H -0.1457 1.9634 6.9367 -0.1941 0.2163 0.2654
H -1.0962 4.3164 5.1402 0.4758 -0.5151 -0.4701
H 0.1458 4.2848 6.4236 0.0506 -0.1219 -0.1707
H -1.5713 4.1396 6.7192 0.0483 0.0294 0.5395
H -2.1571 0.3179 3.4496 -0.1699 0.2762 0.5367
H -1.7003 -1.3080 3.8615 -0.1256 -0.1523 0.8202
H -0.5388 0.0014 4.0956 0.0682 0.0489 -0.2075
```
Positions in Å, forces in eV/Å.

Computed properties:
Total charge: +1
2S+1: 2
HOMO (alpha / beta): -12.5 / -12.4 eV
Orbital gap (alpha / beta): 9.72 / 3.00 eV

---

Entry 2:
Formula: C23H62F3NO10P2
Source: the OMol25 dataset
Level of theory: the ωB97M-V functional and the def2-TZVPD basis

Geometry as XYZ:
```
101
Properties=species:S:1:pos:R:3:forces:R:3
C -0.8484 0.4287 -1.2460 -0.0506 0.3587 -0.0306
O -1.7287 -0.1131 -2.2108 -0.0961 -0.2399 0.0792
C -1.1417 -0.5117 -3.4094 0.2138 -0.0888 0.0474
P -2.1551 -1.8426 -4.2033 -0.1339 -0.2077 -0.2347
C -0.6461 -2.4076 -5.2683 0.3840 0.1993 -0.3159
O -1.1307 -3.1138 -6.3864 -0.0785 -0.3193 -0.3819
O -0.2265 -3.0618 -7.5319 -0.4401 0.4445 0.6795
C -2.2390 -3.5631 -3.4873 0.0997 0.0082 -0.3608
O -3.2008 -3.6991 -2.4414 0.5224 -0.0042 2.0236
C -2.6463 -3.7786 -1.1979 0.4729 -0.1242 0.1776
F -1.5387 -2.9026 -1.0469 -2.2012 -1.6891 0.0505
F -3.5880 -3.5013 -0.2453 1.7805 -0.4785 -1.5880
F -2.1384 -5.0810 -0.9510 -0.7637 2.3251 -0.2168
P -4.0811 -1.0033 -3.2412 0.0373 0.3807 -0.0325
N -4.3223 0.3997 -3.9328 0.0486 -0.3101 0.0110
H -0.6835 1.4920 -1.4301 0.0276 0.0820 -0.0230
H -1.3145 0.2990 -0.2729 -0.0902 0.0148 0.0471
H 0.1106 -0.0786 -1.2413 0.2460 -0.2458 -0.0527
H -0.1497 -0.9484 -3.2504 0.1001 -0.0217 0.0727
H -1.0344 0.3007 -4.1321 -0.0581 0.1005 -0.0609
H -2.8472 -1.5867 -5.4116 -0.0419 0.1065 -0.0709
H 0.0542 -3.0245 -4.6921 0.1947 0.0324 -0.0128
H -0.1377 -1.4975 -5.5990 0.0535 0.0644 -0.0214
H 0.5645 -3.5102 -7.2093 0.0880 -0.2535 0.1587
H -1.2570 -3.8806 -3.1499 0.1083 0.0514 -0.0651
H -2.5310 -4.2251 -4.3005 -0.0888 -0.0387 -0.0294
H -5.0942 -1.9372 -3.5654 0.0123 -0.1816 0.0802
H -4.0756 -1.0275 -1.8365 -0.2133 -0.1928 0.1093
H -4.3528 1.1448 -3.2530 0.0122 0.2429 -0.0477
C -1.9030 4.5431 -0.0085 0.0062 -0.0985 0.0441
C -0.7444 4.9079 -0.9216 -0.1307 0.1146 0.0547
C -0.6978 6.4027 -1.1930 0.0628 -0.0133 -0.0686
O -0.8029 4.1671 -2.1425 0.1610 -0.0809 0.0942
H -2.8543 4.8055 -0.4796 -0.0062 0.0468 -0.0048
H -1.9163 3.4705 0.1893 0.0164 -0.0089 -0.0035
H -1.8325 5.0750 0.9418 0.0115 0.0224 -0.0098
H 0.1932 4.5988 -0.4567 0.0360 -0.0294 -0.0025
H -1.6143 6.7210 -1.6974 -0.0312 0.0118 0.0269
H 0.1444 6.6489 -1.8395 0.0127 -0.0065 0.0003
H -0.6053 6.9658 -0.2637 -0.0116 -0.0176 0.0225
H -1.6202 4.4044 -2.5892 -0.1124 0.0037 -0.0896
C 0.8683 -8.0218 -1.0631 -0.0279 0.0073 -0.0369
C 1.4267 -6.9469 -1.9803 -0.0826 0.0261 0.1127
C 2.3326 -5.9714 -1.2479 -0.0178 0.1205 -0.0678
O 0.3636 -6.2423 -2.6293 0.1038 0.0629 -0.0148
H 0.2653 -7.5671 -0.2726 0.0238 0.0121 0.0366
H 0.2300 -8.7055 -1.6212 0.0066 -0.0031 -0.0195
H 1.6680 -8.5956 -0.5943 0.0194 -0.0008 0.0163
H 1.9906 -7.4149 -2.7877 -0.0357 -0.0169 -0.0753
H 1.7762 -5.4392 -0.4717 -0.0074 -0.0398 0.0397
H 2.7116 -5.2301 -1.9534 0.0569 0.0010 0.0164
H 3.1807 -6.4723 -0.7801 -0.0075 -0.0301 -0.0065
H -0.1771 -5.8423 -1.9379 -0.0779 -0.0586 0.0135
C -1.0547 4.9080 4.5637 -0.0223 -0.0079 -0.0998
C -0.1134 5.9136 3.9178 -0.0481 -0.0366 0.1604
C 0.5614 6.8016 4.9491 -0.0713 0.1050 -0.0878
O -0.8053 6.6922 2.9398 0.1142 -0.0981 -0.1246
H -1.8513 5.4297 5.1007 0.0097 0.0077 0.0469
H -1.5192 4.2738 3.8084 0.0099 -0.0087 -0.0068
H -0.5264 4.2722 5.2755 0.0106 0.0070 0.0111
H 0.6493 5.3777 3.3498 0.0225 -0.0006 -0.0438
H -0.1893 7.3817 5.4948 -0.0268 -0.0448 0.0252
H 1.2427 7.5009 4.4676 0.0392 -0.0133 -0.0127
H 1.1332 6.2137 5.6648 0.0252 -0.0098 0.0171
H -1.4920 7.1884 3.3931 -0.0950 0.0906 0.0535
C -3.1928 -2.4851 4.4347 0.0375 0.0798 0.0091
C -4.3258 -1.6217 3.9004 0.0456 -0.1418 -0.0448
C -5.2195 -2.3944 2.9436 -0.0297 0.0839 -0.0467
O -3.8134 -0.4447 3.2774 -0.0734 0.0341 0.1334
H -2.5604 -2.8262 3.6101 -0.0153 -0.0405 -0.0148
H -2.5697 -1.9152 5.1233 -0.0062 0.0108 0.0117
H -3.5748 -3.3638 4.9555 -0.0154 -0.0095 -0.0074
H -4.9212 -1.2529 4.7363 -0.0222 0.0374 0.0190
H -4.6414 -2.7312 2.0792 0.0217 -0.0471 0.0091
H -6.0272 -1.7617 2.5775 -0.0147 0.0160 0.0201
H -5.6537 -3.2718 3.4242 0.0124 -0.0064 0.0165
H -3.2849 -0.7204 2.5235 0.0612 -0.0167 -0.1199
C 5.1093 -2.4597 -3.9497 -0.0673 0.0235 -0.0428
C 4.3817 -1.7433 -2.8232 0.0883 -0.1455 0.0041
C 4.8818 -2.1836 -1.4573 -0.0843 0.0179 0.0686
O 2.9712 -1.9492 -2.9291 -0.0341 0.1151 -0.0103
H 4.9445 -3.5387 -3.8778 0.0326 -0.0166 0.0267
H 4.7379 -2.1264 -4.9181 -0.0031 0.0195 -0.0043
H 6.1831 -2.2770 -3.9072 0.0184 -0.0004 0.0142
H 4.5180 -0.6670 -2.9324 -0.0485 0.0428 -0.0008
H 4.6994 -3.2532 -1.3185 0.0478 -0.0266 -0.0218
H 4.3567 -1.6525 -0.6634 -0.0039 0.0303 -0.0200
H 5.9514 -2.0039 -1.3470 0.0197 -0.0022 -0.0202
H 2.8147 -2.8946 -2.8383 -0.0657 -0.0802 0.0103
C 3.4169 3.5814 5.8310 -0.0535 0.0743 0.0197
C 3.8118 4.5851 4.7583 0.0665 -0.0995 0.0460
C 5.1839 4.2834 4.1766 -0.0065 0.0892 -0.0167
O 3.7543 5.9177 5.2642 -0.0743 -0.0336 -0.0999
H 4.1260 3.6200 6.6622 0.0327 -0.0290 -0.0029
H 2.4265 3.8102 6.2248 -0.0122 0.0038 -0.0108
H 3.4081 2.5639 5.4388 0.0120 -0.0065 -0.0135
H 3.0702 4.5659 3.9577 -0.0293 0.0179 -0.0269
H 5.9452 4.3420 4.9591 0.0087 -0.0406 0.0200
H 5.4390 5.0081 3.4044 -0.0117 0.0064 -0.0131
H 5.2195 3.2837 3.7424 -0.0106 -0.0138 0.0092
H 4.3960 5.9931 5.9758 0.0954 0.0229 0.0913
```
Positions in Å, forces in eV/Å.

Computed properties:
SMILES: COC[PH](COO)(COC(F)(F)F)[PH2]=N.CC(C)O.CC(C)O.CC(C)O.CC(C)O.CC(C)O.CC(C)O
HOMO: -7.3 eV
Orbital gap: 7.65 eV

---

Number 1: electronic energy -88960.811 eV. Number 2: electronic energy -73544.989 eV.